Here is an isolated molecule of C10H12NOP from the OMol25 dataset. Energies are from the ωB97M-V functional and the def2-TZVPD basis.

Last columns: bonded neighbours and bond lengths (Å).
Positions of all 25 atoms, in Å:
1 C -1.75 -2.13 -0.10  H17 1.090, H18 1.096, C23 1.507, C24 1.502
2 O 1.77 0.31 -0.35  C6 1.421, P25 1.634
3 H -0.04 2.12 -0.84  C16 1.079
4 H -2.17 3.22 -0.21  C5 1.080
5 C -2.09 2.14 -0.19  H4 1.080, C11 1.386, C16 1.383
6 C 3.17 0.05 -0.41  O2 1.421, H7 1.096, H9 1.098, C15 1.520
7 H 3.37 -0.98 -0.11  C6 1.096
8 H -3.93 -0.60 0.53  C22 1.081
9 H 3.53 0.20 -1.44  C6 1.098
10 H 3.50 0.85 1.55  C15 1.087
11 C -3.18 1.37 0.20  C5 1.386, H13 1.080, C22 1.384
12 H 3.64 2.04 0.26  C15 1.087
13 H -4.10 1.85 0.48  C11 1.080
14 N 0.65 -1.88 0.30  C24 1.260, P25 1.705
15 C 3.86 1.02 0.54  C6 1.520, H10 1.087, H12 1.087, H20 1.087
16 C -0.90 1.53 -0.54  H3 1.079, C5 1.383, C21 1.386
17 H -2.59 -2.60 0.40  C1 1.090
18 H -1.68 -2.51 -1.13  C1 1.096
19 H -0.45 -3.18 1.38  C24 1.086
20 H 4.93 0.86 0.51  C15 1.087
21 C -0.81 0.15 -0.52  C16 1.386, C23 1.393, P25 1.829
22 C -3.08 -0.01 0.23  H8 1.081, C11 1.384, C23 1.386
23 C -1.90 -0.63 -0.14  C1 1.507, C21 1.393, C22 1.386
24 C -0.45 -2.45 0.58  C1 1.502, N14 1.260, H19 1.086
25 P 0.71 -0.76 -0.98  O2 1.634, N14 1.705, C21 1.829

SMILES   CCOP1N=CCc2ccccc21
Molar mass   193.2 g mol⁻¹
E_HOMO   -8.60 eV
DFT total energy   -23391.3230 eV

=====

Here is an isolated molecule of C3H8Cl2FOPSi in a non-equilibrium geometry from the OMol25 dataset. Energies are from the ωB97M-V functional and the def2-TZVPD basis.

Last columns: bonded neighbours and bond lengths (Å).
Positions of all 17 atoms, in Å:
1 Cl -1.01 -2.53 1.52  P8 2.021
2 H 2.81 1.30 0.14  C10 1.062
3 H -2.36 -2.50 -2.19  C4 1.018
4 C -2.26 -2.63 -1.18  H3 1.018, P8 1.662, H15 1.065
5 H -0.42 3.13 -0.79  C11 1.136
6 F -0.08 0.67 2.16  Si12 1.582
7 Cl 0.79 -2.41 -1.30  P8 2.146
8 P -1.05 -1.82 -0.38  Cl1 2.021, C4 1.662, Cl7 2.146, O14 1.709
9 H 2.79 -0.08 0.88  C10 1.035
10 C 2.19 0.44 0.21  H2 1.062, H9 1.035, Si12 1.905, H17 1.158
11 C -0.07 2.65 0.17  H5 1.136, Si12 1.864, H13 1.028, H16 1.076
12 Si 0.40 0.92 0.67  F6 1.582, C10 1.905, C11 1.864, O14 1.667
13 H 0.67 3.20 0.60  C11 1.028
14 O -0.60 -0.20 -0.05  P8 1.709, Si12 1.667
15 H -3.12 -2.70 -0.56  C4 1.065
16 H -0.88 2.69 0.88  C11 1.076
17 H 2.21 -0.14 -0.79  C10 1.158

SMILES   C=P(Cl)(Cl)O[Si](C)(C)F
Molar mass   209.1 g mol⁻¹
E_HOMO   -8.97 eV
DFT total energy   -50220.3172 eV

=====

Among the records above, which one has the highest molar mass? C3H8Cl2FOPSi

=====

Which value of DFT total energy does entry 2 give? -50220.3172 eV